Entry from OMol25: a structure of composition C51H51N3O3P2RhSTe (the ωB97M-V functional and the def2-TZVPD basis).

```
113
C51H51N3O3P2RhSTe | OMol25 | the ωB97M-V functional and the def2-TZVPD basis
Rh -1.40577 0.22951 -0.71222
Te 3.25403 -2.65058 -0.16253
C 4.40097 -1.92893 1.46938
C 3.76997 -1.95823 2.76413
C 4.41277 -1.35617 3.83663
N 5.63495 -0.77040 3.63331
C 6.28102 -0.94059 2.54785
C 5.70451 -1.46582 1.33932
C 1.94549 -1.08147 -0.47623
P 2.47006 0.48120 -0.70462
C 2.31373 1.64471 0.67926
C 2.18896 1.07335 1.90817
C 2.47368 1.85863 3.02232
C 2.54425 3.18482 2.84073
C 2.44209 3.80740 1.56903
C 2.31232 3.01446 0.45322
C 4.12066 0.57024 -1.39489
C 4.58673 -0.39864 -2.30114
C 5.88783 -0.33660 -2.75609
C 6.68580 0.71684 -2.18956
C 6.27149 1.58636 -1.25731
C 4.91844 1.54901 -0.82806
P 0.22794 -1.44441 -0.29330
C 0.20708 -2.31841 1.30690
C 0.48587 -3.61858 1.70555
C 0.62757 -3.90503 3.05556
C 0.38699 -2.95804 4.01424
C -0.08371 -1.71691 3.62603
C -0.23040 -1.39498 2.28091
C -0.02561 -2.75313 -1.52313
C -0.89373 -3.81272 -1.23671
C -1.11859 -4.69620 -2.26864
C -0.72693 -4.40718 -3.60030
C -0.08316 -3.22412 -3.87494
C 0.33896 -2.44916 -2.80980
H 2.76958 -2.36349 2.87759
H 4.08157 -1.21666 4.87933
H 7.35943 -0.56692 2.54085
H 6.12483 -1.47946 0.34343
H 2.19434 -0.00553 2.05067
H 2.49129 1.35362 4.03102
H 2.83904 3.93736 3.59635
H 2.43574 4.88350 1.46527
H 2.06296 3.37462 -0.52842
H 3.92026 -1.15543 -2.68158
H 6.37829 -1.03780 -3.40590
H 7.73566 0.76816 -2.52406
H 6.96040 2.32143 -0.87426
H 4.54090 2.27367 -0.17170
H 0.84984 -4.33818 0.95885
H 0.80706 -4.94183 3.28411
H 0.62365 -3.23603 4.99039
H -0.35174 -0.93658 4.43561
H -0.70964 -0.41288 2.04893
H -1.46869 -3.82284 -0.27537
H -1.64310 -5.62582 -2.02778
H -0.95168 -5.05657 -4.45286
H 0.10476 -2.95422 -4.89448
H 0.86964 -1.54234 -3.00101
C -1.59671 2.05472 2.22131
C -1.48694 3.22325 1.30782
C -0.80428 4.40683 1.75107
C -0.65991 5.46583 0.96518
C -1.19602 5.30187 -0.35604
C -1.87196 4.18729 -0.87985
C -2.41121 4.06120 -2.26793
C -1.98819 3.09264 0.00838
N -2.59207 1.91453 -0.41695
C -3.94495 1.78978 -0.22713
C -4.94752 3.00009 -0.05051
C -4.39308 0.42675 -0.11617
C -5.89365 0.11884 -0.03592
N -3.49208 -0.56080 -0.21125
C -3.81200 -1.91380 -0.20168
C -4.28049 -2.59060 0.94368
C -4.44203 -1.98978 2.36715
C -4.44597 -3.94279 0.77915
C -4.51586 -4.64198 -0.42408
C -4.21063 -3.89601 -1.57733
C -3.90473 -2.54569 -1.47211
C -3.24187 -1.87138 -2.69792
H -0.61595 1.56672 2.41690
H -2.20627 1.29646 1.77502
H -1.77149 2.39416 3.23004
H -0.51215 4.33727 2.80491
H -0.45841 6.44813 1.29747
H -1.08427 6.18329 -1.00183
H -1.69252 4.28933 -3.06227
H -3.28305 4.68658 -2.39983
H -2.72554 3.00586 -2.46996
H -5.75051 3.19458 -0.73576
H -4.38118 3.97231 0.14364
H -5.25747 2.78029 1.02320
H -6.14661 -0.87507 -0.53697
H -6.62151 0.95307 0.44508
H -5.92253 -0.22954 1.00072
H -4.04584 -0.93565 2.46765
H -3.96368 -2.63205 3.07834
H -5.50269 -1.85594 2.55518
H -4.46041 -4.51830 1.68744
H -4.70169 -5.71172 -0.50534
H -4.24652 -4.28131 -2.60794
H -3.18373 -2.56802 -3.60380
H -2.22096 -1.47481 -2.43200
H -3.71111 -1.03155 -3.11184
C 1.72433 3.32642 -3.59303
S 1.29535 1.61073 -3.36612
O 2.19558 0.90966 -4.20871
O 1.64277 1.49552 -1.82734
O -0.15206 1.35240 -3.42806
H 2.71091 3.33817 -3.22571
H 1.13832 3.97340 -2.88522
H 1.69246 3.55888 -4.66068
```

The multiplicity is 5. For the energy relative to the best compared isomer or geometry (same formula, charge and spin), the calculation gives 67.8 kcal/mol. The total energy is -104028.60046 eV. As for the maximum force: 0.0833 hartree/bohr. Its expectation value of S² is 6.02. As for the net charge: +1.